60
Properties=species:S:1:pos:R:3:mulliken_charge:R:1 method="wB97M-V/def2-TZVPD" smiles=N#CNC(c1cc2c3c(c1)CCCN3CCC2)c1cc2c3c(c1)CCCN3CCC2 total_charge=0 e_above_lowest_kcal_mol=30.60 e_tot_ev=-33408.485 homo_lumo_gap_ha=0.2854 e_homo_ev=-7.12
N 1.822 2.172 -1.226 -0.5590
C 0.901 1.891 -0.539 0.4226
N -0.178 1.700 0.309 -0.4616
C -0.144 1.690 2.038 -0.3545
C 1.177 1.007 2.413 0.3863
C 2.277 1.802 2.687 -0.8600
C 3.551 1.257 2.689 1.1315
C 3.729 -0.151 2.509 0.0070
C 2.581 -0.963 2.313 0.1791
C 1.327 -0.364 2.245 -1.4960
C 2.706 -2.422 2.096 -0.7445
C 3.972 -2.973 2.745 -0.8494
C 5.161 -2.130 2.326 -0.6586
N 4.963 -0.730 2.620 0.0173
C 6.159 0.068 2.531 -0.6445
C 6.012 1.392 3.267 -0.8766
C 4.749 2.135 2.796 -0.9456
C -1.403 1.044 2.667 -0.3754
C -2.554 1.852 2.626 -1.8120
C -3.833 1.293 2.696 0.7816
C -3.975 -0.131 2.819 0.4070
C -2.807 -0.893 3.126 0.8946
C -1.554 -0.261 3.180 -0.6549
C -2.910 -2.373 3.293 -0.8712
C -4.182 -2.945 2.676 -0.8876
C -5.374 -2.117 3.081 -0.7016
N -5.201 -0.722 2.801 0.0513
C -6.396 0.060 2.859 -0.6298
C -6.300 1.368 2.102 -0.8908
C -5.048 2.150 2.518 -0.8595
H -0.721 0.882 -0.184 0.2795
H -0.146 2.723 2.280 0.7221
H 2.211 2.906 2.746 0.2971
H 0.480 -0.950 1.879 0.9771
H 2.721 -2.658 1.018 0.3145
H 1.831 -2.939 2.502 0.3185
H 4.137 -4.010 2.454 0.3783
H 3.879 -2.947 3.837 0.3042
H 5.352 -2.272 1.242 0.2835
H 6.069 -2.453 2.846 0.3927
H 6.984 -0.520 2.950 0.3949
H 6.405 0.266 1.465 0.2750
H 5.951 1.188 4.346 0.3015
H 6.909 1.997 3.097 0.3806
H 4.982 2.628 1.832 0.3234
H 4.546 2.944 3.506 0.4072
H -2.467 2.933 2.379 0.3352
H -0.677 -0.861 3.495 0.9787
H -2.915 -2.597 4.369 0.3100
H -2.020 -2.871 2.880 0.3346
H -4.322 -3.977 2.986 0.3829
H -4.077 -2.936 1.593 0.3133
H -5.558 -2.234 4.160 0.3227
H -6.271 -2.443 2.561 0.4050
H -6.641 0.275 3.914 0.2956
H -7.207 -0.534 2.454 0.4020
H -6.227 1.173 1.029 0.3080
H -7.186 1.983 2.282 0.3847
H -4.830 2.956 1.800 0.3999
H -5.255 2.651 3.477 0.3322

20
Properties=species:S:1:pos:R:3:mulliken_charge:R:1 method="wB97M-V/def2-TZVPD" total_charge=+1 e_above_lowest_kcal_mol=60.19 e_tot_ev=-81659.593 homo_lumo_gap_ha=0.3286 e_homo_ev=-12.82
C 0.828 -0.049 1.764 -0.3013
C 1.602 0.574 0.787 -0.0903
C -0.409 -0.517 1.655 -0.8026
C 1.329 0.698 -0.525 0.1746
C -1.103 -0.194 0.399 -0.4764
C -0.432 -0.667 -0.833 0.2951
C 1.908 0.987 -1.790 -1.0192
N -2.518 -0.617 0.448 -0.0556
F -0.242 -2.014 -0.911 -0.3262
Br -1.227 0.038 -2.416 -0.0884
H 1.477 -0.255 2.645 0.3238
H 2.669 0.945 1.048 0.2895
H -0.906 -1.025 2.342 0.5588
H -1.063 0.964 0.467 0.3750
H 2.956 0.712 -1.937 0.3116
H 1.766 2.061 -1.708 0.2999
H 1.398 0.563 -2.757 0.2756
H -2.840 -0.250 -0.463 0.3849
H -2.929 -0.263 1.309 0.3827
H -2.263 -1.690 0.475 0.4884

Please write out number 1 again, unchanged.
60
Properties=species:S:1:pos:R:3:mulliken_charge:R:1 method="wB97M-V/def2-TZVPD" smiles=N#CNC(c1cc2c3c(c1)CCCN3CCC2)c1cc2c3c(c1)CCCN3CCC2 total_charge=0 e_above_lowest_kcal_mol=30.60 e_tot_ev=-33408.485 homo_lumo_gap_ha=0.2854 e_homo_ev=-7.12
N 1.822 2.172 -1.226 -0.5590
C 0.901 1.891 -0.539 0.4226
N -0.178 1.700 0.309 -0.4616
C -0.144 1.690 2.038 -0.3545
C 1.177 1.007 2.413 0.3863
C 2.277 1.802 2.687 -0.8600
C 3.551 1.257 2.689 1.1315
C 3.729 -0.151 2.509 0.0070
C 2.581 -0.963 2.313 0.1791
C 1.327 -0.364 2.245 -1.4960
C 2.706 -2.422 2.096 -0.7445
C 3.972 -2.973 2.745 -0.8494
C 5.161 -2.130 2.326 -0.6586
N 4.963 -0.730 2.620 0.0173
C 6.159 0.068 2.531 -0.6445
C 6.012 1.392 3.267 -0.8766
C 4.749 2.135 2.796 -0.9456
C -1.403 1.044 2.667 -0.3754
C -2.554 1.852 2.626 -1.8120
C -3.833 1.293 2.696 0.7816
C -3.975 -0.131 2.819 0.4070
C -2.807 -0.893 3.126 0.8946
C -1.554 -0.261 3.180 -0.6549
C -2.910 -2.373 3.293 -0.8712
C -4.182 -2.945 2.676 -0.8876
C -5.374 -2.117 3.081 -0.7016
N -5.201 -0.722 2.801 0.0513
C -6.396 0.060 2.859 -0.6298
C -6.300 1.368 2.102 -0.8908
C -5.048 2.150 2.518 -0.8595
H -0.721 0.882 -0.184 0.2795
H -0.146 2.723 2.280 0.7221
H 2.211 2.906 2.746 0.2971
H 0.480 -0.950 1.879 0.9771
H 2.721 -2.658 1.018 0.3145
H 1.831 -2.939 2.502 0.3185
H 4.137 -4.010 2.454 0.3783
H 3.879 -2.947 3.837 0.3042
H 5.352 -2.272 1.242 0.2835
H 6.069 -2.453 2.846 0.3927
H 6.984 -0.520 2.950 0.3949
H 6.405 0.266 1.465 0.2750
H 5.951 1.188 4.346 0.3015
H 6.909 1.997 3.097 0.3806
H 4.982 2.628 1.832 0.3234
H 4.546 2.944 3.506 0.4072
H -2.467 2.933 2.379 0.3352
H -0.677 -0.861 3.495 0.9787
H -2.915 -2.597 4.369 0.3100
H -2.020 -2.871 2.880 0.3346
H -4.322 -3.977 2.986 0.3829
H -4.077 -2.936 1.593 0.3133
H -5.558 -2.234 4.160 0.3227
H -6.271 -2.443 2.561 0.4050
H -6.641 0.275 3.914 0.2956
H -7.207 -0.534 2.454 0.4020
H -6.227 1.173 1.029 0.3080
H -7.186 1.983 2.282 0.3847
H -4.830 2.956 1.800 0.3999
H -5.255 2.651 3.477 0.3322